A | ORCA calculation (ωB97M-V with the def2-TZVPD basis set) on C7H8OS in the gas phase.

## Properties
E_LUMO ... 0.35 eV
SMILES ... CC1=CC=CC=C(O)S1
Orbital gap ... 8.14 eV

Each line ends with the Löwdin charge.
Atoms and positions in Å:
1 C -1.7105 1.8746 -0.1204  -0.135
2 C -0.9812 0.5856 0.1470  -0.555
3 C -1.4178 -0.6514 0.1241  -0.132
4 C -0.6018 -1.8078 0.4540  -0.092
5 C 0.7994 -1.9836 0.4129  -0.090
6 C 1.8174 -1.0703 -0.1151  -0.130
7 C 1.8211 0.2658 -0.1330  -0.623
8 O 2.6496 1.1195 -0.6942  0.046
9 S 0.5622 1.0563 0.8622  1.020
10 H -2.5400 1.6899 -0.7102  0.049
11 H -1.0829 2.5786 -0.6639  0.061
12 H -1.7867 2.5612 0.7696  0.098
13 H -2.3896 -0.8597 -0.2204  0.101
14 H -1.1995 -2.6899 0.6600  0.089
15 H 1.0931 -3.0401 0.5311  0.097
16 H 2.8028 -1.5290 -0.5583  0.149
17 H 2.1644 1.9003 -0.7454  0.049

B | ORCA calculation (ωB97M-V with the def2-TZVPD basis set) on C7H8OS in the gas phase.

## Properties
E_LUMO ... -0.54 eV
SMILES ... O=C\C=C/C=C\C=C\S
Orbital gap ... 7.37 eV

Each line ends with the Löwdin charge.
Atoms and positions in Å:
1 O -0.1878 -1.2656 -1.3133  0.034
2 C -0.3993 -1.9414 -0.3220  -0.271
3 C -0.9178 -1.3504 0.8679  -0.111
4 C -1.3649 -0.0852 0.9714  -0.078
5 C -1.3721 1.1026 0.0943  -0.068
6 C -0.4392 1.5011 -0.7816  -0.104
7 C 0.8928 0.9993 -0.7423  -0.220
8 C 1.4608 0.4477 0.3732  -0.510
9 S 3.1424 -0.0870 0.3115  0.722
10 H -0.3965 -3.0147 -0.2396  0.108
11 H -1.2623 -1.9329 1.7251  0.105
12 H -1.9247 -0.0657 1.8985  0.102
13 H -2.1732 1.7800 -0.0017  0.086
14 H -0.7898 2.2264 -1.4164  0.083
15 H 1.4103 1.2094 -1.6995  0.113
16 H 0.8538 0.3153 1.3112  0.092
17 H 3.4674 0.1612 -1.0365  -0.082

Energies relative to the most stable structure, in kJ/mol: A 0.0; B 101.2.

A | ORCA calculation (ωB97M-V with the def2-TZVPD basis set) on 2 unconnected molecules or ions with the total composition C7H2Br3O4.

## Properties
E_LUMO (alpha / beta) ... 2.70 / 2.70 eV
Orbital gap (alpha / beta) ... 7.22 / 7.22 eV
Charge ... -1

Each line ends with the Löwdin charge.
Atoms and positions in Å:
1 C 0.4700 -0.6274 0.0740  -0.264
2 C 0.3769 -0.9687 1.3571  -0.564
3 C -1.4102 1.0568 0.5104  -0.618
4 C -0.7001 3.8292 1.4130  -0.518
5 C -0.4735 0.3041 -0.4837  -0.561
6 C -0.8079 -0.9853 2.2972  -0.303
7 C -1.7817 0.3049 1.6276  -0.520
8 O -1.3321 4.6949 1.0011  0.187
9 O -1.8464 2.2064 0.3161  -0.110
10 O 0.0996 3.0777 1.7399  0.171
11 O -0.5802 -1.8662 3.2722  -0.176
12 Br 1.7698 -2.1309 2.0601  0.702
13 Br 0.6262 1.7222 -1.3718  0.691
14 Br -2.8023 1.0002 3.0998  0.638
15 H 1.3102 -1.0243 -0.4839  0.086
16 H -1.2413 -0.1819 -1.2346  0.157

B | ORCA calculation (ωB97M-V with the def2-TZVPD basis set) on a gas-phase ion, C7H2Br3O4 (charge -1).

## Properties
E_LUMO ... 1.71 eV
Orbital gap ... 6.46 eV
Charge ... -1

Each line ends with the Löwdin charge.
Atoms and positions in Å:
1 C 1.2645 0.5138 0.9507  -0.200
2 C 0.5268 1.1731 0.0650  -0.570
3 C 0.1361 -1.6807 0.3636  -0.501
4 C -1.3208 1.3390 -1.7935  -0.749
5 C 0.8753 -0.8493 1.4063  -0.594
6 C -0.7517 0.5653 -0.4449  -0.550
7 C -0.6469 -0.9341 -0.5802  -0.461
8 O -1.2403 0.6741 -2.8066  -0.065
9 O 0.3143 -2.8817 0.2659  0.008
10 O -1.6820 2.4636 -1.5075  -0.050
11 O -1.6160 0.2939 0.5529  0.049
12 Br 1.0307 2.9198 -0.4334  0.813
13 Br 2.4588 -1.8524 1.9527  0.716
14 Br -1.7639 -1.8969 -1.6791  0.958
15 H 2.1605 0.9412 1.3777  0.081
16 H 0.2546 -0.7887 2.3105  0.114

Energies relative to the most stable structure, in kJ/mol: A 0.0; B 65.7.

A | ORCA calculation (ωB97M-V with the def2-TZVPD basis set) on C11H22N2 in the gas phase.

## Properties
E_LUMO ... 0.89 eV
SMILES ... CCC[C@@H](C)/N=C1\CCCCCN1
Orbital gap ... 8.78 eV

Each line ends with the Löwdin charge.
Atoms and positions in Å:
1 C -2.2326 2.0757 -1.9260  -0.150
2 C -2.0137 0.6330 -2.2607  -0.312
3 C -0.8729 -0.0894 -1.5728  -0.174
4 C -1.0376 -0.3782 -0.0156  -0.402
5 C -2.1735 -1.4279 0.1224  -0.051
6 N 0.2466 -0.7690 0.4850  0.066
7 C 1.1109 -0.0148 1.1110  -0.299
8 C 1.0561 1.5016 1.3254  -0.114
9 C 2.4622 2.0894 1.4281  -0.189
10 C 3.3804 1.9146 2.7398  -0.228
11 C 3.3354 0.5382 3.2627  -0.236
12 C 3.4228 -0.4385 2.0867  -0.225
13 N 2.2316 -0.8182 1.3749  0.026
14 H -2.7592 2.1903 -0.9236  0.089
15 H -1.2807 2.5346 -1.9940  0.043
16 H -2.9318 2.5800 -2.7315  0.107
17 H -1.8134 0.6427 -3.4222  0.139
18 H -2.9937 0.1671 -2.0329  0.097
19 H -0.7215 -1.1204 -1.9879  0.120
20 H 0.0253 0.4324 -1.7928  0.085
21 H -1.3275 0.4669 0.5251  0.096
22 H -1.9800 -2.3392 -0.3876  0.065
23 H -3.1565 -0.9960 -0.0707  0.073
24 H -2.2211 -1.6522 1.1585  0.055
25 H 0.5205 1.9908 0.4682  0.124
26 H 0.5776 1.7170 2.3578  0.149
27 H 3.0081 1.7993 0.4622  0.135
28 H 2.4149 3.1910 1.3553  0.100
29 H 3.2929 2.6720 3.5401  0.110
30 H 4.4439 2.0273 2.5786  0.097
31 H 4.1915 0.3925 3.9976  0.128
32 H 2.3382 0.4231 3.8516  0.140
33 H 3.6420 -1.4050 2.5911  0.125
34 H 4.2472 -0.1905 1.5284  0.084
35 H 2.0888 -1.8190 1.2887  0.128

B | ORCA calculation (ωB97M-V with the def2-TZVPD basis set) on C11H22N2 in the gas phase.

## Properties
E_LUMO ... 0.80 eV
SMILES ... CC1(C)C[C@]2(C)CNC[C@](N)(C1)C2
Orbital gap ... 9.18 eV

Each line ends with the Löwdin charge.
Atoms and positions in Å:
1 C -1.0234 -2.4609 -1.2451  -0.081
2 C -0.1826 -1.2237 -0.9114  -0.498
3 C 0.9920 -1.2304 -1.9057  -0.060
4 C -1.0672 0.0492 -1.0822  -0.080
5 C -0.6914 1.2433 -0.1333  -0.446
6 C -1.8124 2.3157 -0.2782  -0.054
7 C 0.5999 1.9699 -0.5047  -0.163
8 N 1.8372 1.2655 -0.0926  -0.057
9 C 1.8156 0.5357 1.2037  -0.142
10 C 0.5246 -0.2292 1.4965  -0.549
11 N 0.5528 -0.6578 2.9113  0.051
12 C 0.3026 -1.4481 0.5891  -0.073
13 C -0.6374 0.7090 1.3300  -0.090
14 H -1.4367 -2.3372 -2.2757  0.093
15 H -1.8927 -2.5388 -0.5676  0.084
16 H -0.3919 -3.3709 -1.2168  0.092
17 H 1.5980 -2.1244 -1.7404  0.079
18 H 0.6086 -1.2813 -2.9347  0.082
19 H 1.6135 -0.3373 -1.8373  0.062
20 H -0.9839 0.3750 -2.1103  0.119
21 H -2.0772 -0.2568 -0.9270  0.101
22 H -1.6890 3.0178 0.5727  0.085
23 H -2.8427 1.8974 -0.2139  0.089
24 H -1.7308 2.8263 -1.2424  0.082
25 H 0.6787 2.0025 -1.5894  0.118
26 H 0.5987 2.9710 -0.0621  0.118
27 H 2.6325 1.8932 -0.1668  0.108
28 H 1.9375 1.2694 2.0015  0.111
29 H 2.6661 -0.1635 1.2228  0.122
30 H -0.3932 -0.9404 3.2419  0.088
31 H 1.2520 -1.4371 3.0677  0.103
32 H -0.4629 -2.0326 1.1272  0.112
33 H 1.2007 -2.0589 0.6480  0.116
34 H -1.5870 0.2086 1.5945  0.136
35 H -0.5084 1.5796 2.0306  0.141

Energies relative to the most stable structure, in kJ/mol: A 224.2; B 0.0.

A | ORCA calculation (ωB97M-V with the def2-TZVPD basis set) on 2 unconnected molecules or ions with the total composition CClF3O2S.

## Properties
E_LUMO (alpha / beta) ... -2.65 / -2.83 eV
Orbital gap (alpha / beta) ... 7.87 / 7.72 eV

Each line ends with the Löwdin charge.
Atoms and positions in Å:
1 C -1.1207 -0.0104 -0.2693  -0.737
2 O 2.8025 -0.7898 -1.2060  -0.168
3 O 0.6916 -0.7153 1.6806  -0.457
4 F -1.3917 1.0807 0.4101  0.087
5 F -1.6824 -1.0379 0.2910  0.148
6 F -1.5801 0.0542 -1.5090  0.165
7 S 0.8463 -0.2646 0.3283  0.638
8 Cl 1.4346 1.6831 0.2743  0.323

B | ORCA calculation (ωB97M-V with the def2-TZVPD basis set) on CClF3O2S in the gas phase.

## Properties
E_LUMO ... -0.66 eV
SMILES ... O=S(=O)(Cl)C(F)(F)F
Orbital gap ... 11.45 eV

Each line ends with the Löwdin charge.
Atoms and positions in Å:
1 O -1.4902 -0.2646 -1.5603  -0.336
2 S -1.0281 0.3920 -0.3054  0.458
3 O -1.1287 1.8174 -0.2153  -0.308
4 Cl -1.9796 -0.3929 1.2936  0.461
5 C 0.6650 -0.4429 -0.1585  -0.738
6 F 1.5787 -0.1014 -1.0261  0.193
7 F 0.4733 -1.7636 -0.3972  0.114
8 F 1.1187 -0.3118 1.0527  0.157

Energies relative to the most stable structure, in kJ/mol: A 503.5; B 0.0.